Density functional theory data (ωB97M-V/def2-TZVPD) for an isolated ion of composition C3H9N2O and charge -1 in a non-equilibrium geometry.

Values from the calculation:
Molar mass = 89.1 g/mol
E_tot = -8283.872 eV
Total charge = -1
Structure (SMILES) = NCCNC[O-]

```
15
C3H9N2O (ωB97M-V/def2-TZVPD)
C 0.87696 -0.00392 0.16461
N -0.42415 0.06551 0.85216
C -0.88139 -1.32623 1.31565
O 0.04182 -2.16920 1.68955
C 0.76324 0.55629 -1.26474
N -0.15407 1.74807 -1.30765
H 1.24745 -1.02526 0.15359
H 1.62989 0.52782 0.76058
H -0.31278 0.64813 1.65085
H -1.53404 -1.66913 0.47411
H -1.71175 -0.99688 2.04249
H 0.30091 -0.27256 -1.82368
H 1.66062 0.84683 -1.80543
H -0.89485 1.41216 -0.68725
H -0.60785 1.65837 -2.21487
```

Density functional theory data (ωB97M-V/def2-TZVPD) for one molecule with the formula C6H5F2N3O2 in a non-equilibrium geometry.

Values from the calculation:
Molar mass = 189.1 g/mol
E_tot = -20295.569 eV
Total charge = 0
Structure (SMILES) = O=[N+]([O-])N(NF)c1ccc(F)cc1

```
18
C6H5F2N3O2 (ωB97M-V/def2-TZVPD)
C -0.58245 -0.99980 -0.84712
C -0.56121 0.89427 0.72969
C -2.02367 -1.00003 -0.70909
C -1.97548 0.98222 0.72833
C 0.11469 -0.00971 -0.13144
C -2.62418 -0.03144 0.02461
N 2.04327 1.45029 0.28194
N 1.47324 -0.07794 0.05505
N 2.40674 -1.07331 0.10675
O 2.02497 -2.17672 -0.20703
O 3.52390 -0.75817 0.43608
F -3.94031 -0.08356 0.07564
F 2.15207 2.06185 -0.96301
H -0.16945 -1.88232 -1.35990
H 0.09659 1.61005 1.26399
H -2.46745 -1.86188 -1.19641
H -2.45250 1.82825 1.07963
H 2.96122 1.12794 0.63229
```

Density functional theory data (ωB97M-V/def2-TZVPD) for C47H144AsF6N24O20 as an isolated structure in a non-equilibrium geometry.

Values from the calculation:
Molar mass = 1554.7 g/mol
E_tot = -204934.853 eV
Total charge = -1

```
242
C47H144AsF6N24O20 (ωB97M-V/def2-TZVPD)
As 0.72304 -0.29965 -0.50823
F -0.61348 -1.33895 -1.14503
F 1.20689 -1.54118 0.66852
F 1.99558 0.81843 0.13557
F 0.36388 0.92880 -1.85346
F -0.47045 0.49485 0.52867
F 1.85246 -1.00440 -1.66411
C 4.30593 5.06474 -2.50136
O 4.37996 5.78487 -3.50207
N 4.76892 3.82240 -2.39249
N 3.64984 5.42965 -1.40344
H 4.78224 3.27821 -1.54173
H 5.37988 3.58512 -3.16094
H 3.16811 6.31733 -1.39485
H 3.61297 4.88064 -0.55648
C -4.01858 -0.96254 -1.79415
O -5.20572 -0.83577 -1.57718
N -3.12246 -0.79316 -0.90777
N -3.52546 -1.17718 -2.95918
H -3.54517 -0.59695 -0.01173
H -2.16766 -1.11839 -0.85590
H -4.09284 -1.36863 -3.77253
H -2.54182 -1.40288 -2.99933
C -5.60736 -0.49838 2.47295
O -6.01527 -1.64671 2.75377
N -5.39981 0.34594 3.46330
N -5.23064 -0.05179 1.26190
H -5.08698 1.27785 3.23138
H -5.72984 0.15902 4.39937
H -5.57813 -0.63642 0.51520
H -5.02914 0.93734 1.22825
C 5.38385 0.92820 3.94916
O 4.90882 0.74221 2.79600
N 4.78894 0.62585 5.03203
N 6.63222 1.16911 4.17004
H 3.81974 0.35524 4.94532
H 5.29443 0.66925 5.90535
H 6.93083 1.12465 5.13387
H 7.31658 1.39953 3.46389
C 8.14131 2.01627 0.56393
O 7.96995 1.25911 1.45603
N 7.25077 2.73509 -0.01164
N 9.36971 2.34433 0.26984
H 6.28871 2.44682 0.09538
H 7.36177 3.43183 -0.73435
H 9.99624 1.87665 0.90925
H 9.52655 3.03790 -0.44742
C 5.12266 -2.97461 3.50452
O 5.20898 -4.16074 3.80525
N 5.90348 -2.13084 4.08651
N 4.32909 -2.49079 2.63622
H 6.64699 -2.34151 4.73683
H 5.84454 -1.15564 3.83036
H 4.32552 -1.52728 2.33333
H 3.65622 -3.10981 2.20708
C 1.37477 0.63603 4.01336
O 1.89345 0.36415 5.09883
N 0.07908 0.59012 3.84166
N 1.97870 0.75403 2.94253
H -0.42897 0.73989 2.98168
H -0.47088 0.32852 4.64740
H 1.59682 1.08571 2.06832
H 2.96668 0.55171 2.88741
C -0.71804 -7.00057 7.19705
C -0.36391 -6.36513 5.82982
C 0.25947 -4.95472 5.87603
O 0.46340 -4.30622 4.66878
C 1.11380 -3.07160 4.92658
N 0.54975 -7.35184 5.17443
H 0.09756 -6.97508 7.91971
H -0.98420 -8.04270 7.02032
H -1.60761 -6.45694 7.51519
H -1.14731 -6.21649 5.08667
H 1.18290 -5.13041 6.42786
H -0.23996 -4.36263 6.64290
H 0.47998 -2.32237 5.40092
H 1.36080 -2.63853 3.95727
H 1.93132 -3.06341 5.64747
H 0.65875 -6.98523 4.23964
H 0.05274 -8.17270 4.85932
C -4.02382 -4.72696 -2.21279
C -2.82691 -4.57316 -1.14465
C -3.36142 -4.21215 0.21140
O -4.38986 -5.10593 0.66994
C -5.16547 -4.68474 1.71634
N -2.02862 -5.83852 -1.16089
H -4.76177 -5.50865 -2.03259
H -3.63242 -4.83406 -3.22443
H -4.66008 -3.84603 -2.29794
H -2.25093 -3.73673 -1.54053
H -3.73766 -3.18925 0.19710
H -2.55652 -4.28703 0.94259
H -5.79729 -3.86508 1.37419
H -4.63561 -4.36874 2.61496
H -5.70074 -5.52942 2.15003
H -2.51379 -6.66716 -0.84772
H -1.29688 -5.68664 -0.48149
C -1.50100 0.36239 -5.31523
C -1.29584 1.88501 -5.05097
C -2.36115 2.42838 -4.18544
O -3.66663 2.16546 -4.51951
C -4.06894 2.57308 -5.81657
N 0.01687 1.92118 -4.33634
H -0.64259 -0.01078 -5.87377
H -2.39780 0.21432 -5.91683
H -1.48128 -0.36328 -4.50215
H -1.18110 2.49460 -5.94725
H -2.23406 3.49292 -3.98874
H -2.30605 1.92802 -3.21864
H -4.00162 1.90975 -6.67888
H -3.58832 3.52186 -6.05516
H -5.14645 2.71629 -5.89755
H -0.03381 1.29099 -3.54869
H 0.15622 2.83254 -3.92387
C -1.80792 7.56366 -7.42540
C -0.99728 6.39408 -6.75871
C -0.87921 6.57970 -5.23553
O -0.08196 5.42887 -4.84614
C 0.47643 5.57964 -3.51653
N -1.56328 5.15385 -7.17452
H -2.01874 7.48742 -8.49210
H -1.33280 8.52630 -7.23655
H -2.78557 7.54802 -6.94367
H 0.02014 6.33959 -7.14598
H -1.83849 6.44909 -4.73471
H -0.46579 7.53336 -4.90734
H 0.90780 4.61311 -3.25609
H -0.12967 5.87325 -2.65948
H 1.24478 6.35180 -3.47754
H -1.47465 4.97216 -8.16408
H -1.07929 4.46115 -6.62133
C -0.64531 -2.23231 -8.10783
C -0.94118 -3.57248 -7.39157
C -1.13832 -3.32709 -5.84562
O 0.05892 -2.84573 -5.26752
C 0.20717 -2.85713 -3.77846
N -2.07251 -4.15178 -8.06916
H 0.03451 -1.59335 -7.54420
H -1.49769 -1.59729 -8.34928
H -0.20710 -2.52484 -9.06203
H -0.08190 -4.20933 -7.60170
H -1.43356 -4.25770 -5.36095
H -2.00721 -2.69946 -5.64760
H -0.60784 -2.32998 -3.28250
H 1.13613 -2.43505 -3.39513
H 0.19017 -3.89625 -3.44974
H -2.38269 -4.87377 -7.43464
H -2.83788 -3.50240 -7.95676
C -2.22715 -2.43590 3.54523
C -2.73290 -2.40226 5.00528
C -2.77270 -0.98847 5.67215
O -1.51584 -0.42803 6.06247
C -0.96394 -0.90974 7.24978
N -4.07271 -3.10087 4.96839
H -1.83985 -3.38199 3.16711
H -1.30783 -1.85369 3.48198
H -2.91782 -1.91054 2.88562
H -2.11547 -3.11178 5.55616
H -3.40330 -0.82759 6.54654
H -3.10989 -0.25173 4.94302
H -1.53713 -0.44786 8.05367
H 0.11563 -0.78689 7.33649
H -1.12758 -1.97840 7.38862
H -4.59201 -2.66278 4.22107
H -4.49208 -2.90659 5.86644
C 1.26746 -5.79925 -1.20804
C 2.22686 -5.05899 -0.34073
C 3.03180 -4.00720 -1.14687
O 3.95256 -3.35021 -0.26127
C 4.47579 -2.15383 -0.83095
N 1.37570 -4.29608 0.61550
H 0.71464 -5.00048 -1.70245
H 0.60057 -6.56749 -0.81664
H 1.87197 -6.34438 -1.93295
H 2.84595 -5.85426 0.07443
H 2.32341 -3.27087 -1.52647
H 3.64808 -4.30500 -1.99518
H 3.79035 -1.30742 -0.87427
H 4.89112 -2.32198 -1.82460
H 5.26440 -1.85111 -0.14208
H 1.83397 -3.47532 0.98489
H 0.71286 -3.77202 0.06222
C 2.88244 -0.27379 -5.75433
C 3.49273 0.68492 -4.75920
C 4.95490 0.93916 -5.03104
O 5.69142 1.69669 -4.06393
C 6.32359 0.96716 -3.05808
N 2.72292 1.96054 -4.85505
H 3.54582 -1.07083 -6.09014
H 2.50899 0.15887 -6.68247
H 1.96505 -0.68297 -5.33116
H 3.29423 0.31941 -3.75168
H 5.01271 1.53125 -5.94438
H 5.44001 -0.02559 -5.17939
H 6.15844 1.43502 -2.08756
H 7.37842 0.91031 -3.32681
H 5.89300 -0.03402 -3.07636
H 1.75720 1.77569 -4.62411
H 3.03526 2.33582 -3.97092
C -5.11868 4.49502 1.69198
C -4.91466 3.74297 3.07883
C -6.27051 3.40261 3.72338
O -6.23460 3.31126 5.14222
C -7.49123 3.39252 5.72801
N -4.01265 2.68687 2.75399
H -4.20227 4.57206 1.10688
H -5.64029 5.44965 1.76067
H -5.83393 3.98956 1.04311
H -4.38940 4.39223 3.77931
H -6.74658 2.52769 3.28068
H -6.91423 4.19067 3.33263
H -7.95002 4.37549 5.62135
H -7.35110 3.05921 6.75629
H -8.25727 2.71104 5.35803
H -3.34557 2.49463 3.48757
H -3.39112 3.03325 2.03718
C -1.42704 4.74206 3.68089
C 0.08614 4.42889 3.83738
C 0.86164 4.67906 2.52609
O 0.42548 3.81688 1.47495
C 1.26340 3.81876 0.37040
N 0.70265 5.08123 4.98862
H -1.97868 4.49128 4.58693
H -1.89027 4.30385 2.79687
H -1.56527 5.81152 3.52203
H 0.17414 3.34691 3.93581
H 1.88965 4.43985 2.79827
H 0.82015 5.75062 2.33080
H 1.26934 4.83883 -0.01367
H 0.97168 3.03637 -0.33023
H 2.24977 3.52207 0.72699
H 0.34976 6.00474 5.19524
H 1.71055 5.06378 4.92583
O 4.35202 2.31170 0.45485
H 4.76209 1.89522 1.21288
H 3.66972 1.69763 0.18352
O 1.49822 -6.13826 2.73414
H 1.59874 -5.77082 1.85600
H 1.04042 -5.45797 3.22798
O -2.09345 3.02957 0.71258
H -1.22895 3.40916 0.86999
H -1.92062 2.10550 0.53239
```

Density functional theory data (ωB97M-V/def2-TZVPD) for one molecule with the formula C4H6N2O in a non-equilibrium geometry.

Values from the calculation:
Molar mass = 98.1 g/mol
E_tot = -9271.548 eV
Total charge = 0
Structure (SMILES) = O=C1NC[C@H]2CN12

```
13
C4H6N2O (ωB97M-V/def2-TZVPD)
O 1.27971 2.12712 0.73083
C 0.79773 1.15591 0.20442
N 1.34286 -0.10541 0.21642
C 0.55622 -1.10689 -0.45169
C -0.71697 -0.32385 -0.61065
C -1.37797 0.42962 0.47853
N -0.49190 1.11780 -0.52104
H 2.16071 -0.30740 0.76730
H 0.45835 -2.02671 0.13840
H 0.95806 -1.38070 -1.43596
H -1.41688 -0.56212 -1.41120
H -2.43353 0.23219 0.41683
H -1.11640 0.75045 1.47783
```